The following is a quantum chemistry calculation of a structure of composition C24H47BBrCl3CsFKMgNO8Si in a non-equilibrium geometry, from OMol25.

XYZ file:
```
90
Properties=species:S:1:pos:R:3:forces:R:3
C -2.2309 -3.1052 -1.2460 0.54 -0.58 -0.46
O -2.0212 -1.7468 -1.6511 -0.67 -0.07 0.63
B -1.7013 -0.8880 -0.6129 0.07 0.27 -0.35
O -2.6480 0.1197 -0.3474 0.33 -0.05 0.15
Si 0.0337 -1.0291 0.4389 -0.60 -0.25 0.05
C -0.4139 -1.9081 2.0691 1.01 0.23 -0.41
C 0.1507 -1.2475 3.3290 -0.88 -0.09 0.04
C -0.5193 0.0561 3.8018 0.77 -0.49 0.62
Br -2.2903 0.4335 3.0992 -0.02 0.20 -0.07
C 1.1671 -2.0937 -0.6585 -0.10 0.73 0.50
C 1.8499 -1.2067 -1.7068 -0.19 -0.63 -0.39
C 0.9569 -0.8723 -2.9124 0.58 0.18 -0.30
C 0.5629 0.5941 -2.8694 -0.24 -0.65 -0.37
C 0.0782 1.2037 -4.1689 -0.87 0.86 0.33
C -1.4867 1.6918 -3.9838 0.56 -2.37 -0.55
O -1.5575 3.0589 -3.4533 -0.57 -1.42 0.38
C -2.1336 3.1526 -2.2342 0.10 -0.18 -0.02
C -3.4264 2.4596 -1.9461 0.14 -0.21 -0.09
O -1.5585 3.8395 -1.4328 -0.09 0.94 0.95
C 0.6472 0.7435 0.6913 0.56 -0.29 -0.12
C 1.9911 0.9488 1.3525 0.02 0.59 0.27
C 2.9704 -0.0254 1.4755 0.05 -0.06 -0.11
C 4.1865 0.2623 2.0744 0.28 0.28 0.17
C 4.4633 1.5305 2.5655 -0.47 -0.13 -0.37
C 3.5015 2.5281 2.4466 -0.06 0.08 0.05
C 3.7848 3.9246 2.9317 0.29 -0.48 -0.31
C 2.2857 2.2210 1.8538 0.02 -0.26 0.03
H -3.2704 -3.4035 -1.3307 -0.26 0.25 0.03
H -1.6639 -3.7640 -1.8985 0.09 -0.05 -0.15
H -1.9007 -3.3126 -0.2299 0.04 0.19 0.18
H -3.4107 -0.3063 0.0623 -0.30 0.14 -0.18
H 0.0687 -2.8824 2.0000 0.08 0.03 -0.02
H -1.4726 -2.1295 2.1414 -0.23 0.13 0.14
H 0.0776 -1.9654 4.1384 0.03 -0.06 0.20
H 1.2084 -1.0374 3.2223 0.19 -0.01 -0.05
H -0.6538 -0.0057 4.8731 -0.26 0.03 0.17
H 0.1436 0.9000 3.6548 -0.27 0.38 -0.51
H 1.9114 -2.6382 -0.0811 0.02 -0.08 0.16
H 0.5210 -2.8299 -1.1324 0.05 -0.20 -0.13
H 2.7425 -1.7120 -2.0687 0.15 -0.08 -0.05
H 2.1845 -0.2698 -1.2715 0.21 0.05 0.15
H 0.1024 -1.5428 -2.9949 -0.13 -0.07 0.08
H 1.5640 -1.0310 -3.8245 0.07 0.11 -0.09
H 1.4219 1.1984 -2.5936 -0.07 0.26 0.19
H -0.2440 0.7040 -2.1363 0.12 0.22 0.32
H 0.2131 0.5560 -5.0727 -0.52 0.08 0.60
H 0.7187 2.1468 -4.3355 0.27 -1.68 1.57
H -1.9515 0.9585 -3.3467 -0.29 0.07 0.13
H -1.9890 1.7124 -5.0096 -0.83 -1.12 2.17
H -4.2477 2.8649 -2.5278 -0.02 0.15 -0.24
H -3.3407 1.3931 -2.1182 -0.14 -0.09 -0.03
H -3.6398 2.5574 -0.8902 -0.10 0.06 0.16
H -0.0957 1.3344 1.2217 -0.29 -0.08 0.13
H 0.7115 1.1977 -0.2989 -0.01 0.06 -0.13
H 2.8074 -1.0183 1.0861 -0.07 -0.15 0.02
H 4.9441 -0.4990 2.1652 0.03 -0.22 -0.02
H 5.4161 1.7635 3.0105 0.18 -0.06 0.14
H 4.1284 4.5353 2.1005 -0.10 0.21 -0.14
H 2.8987 4.3704 3.3669 -0.02 0.19 0.19
H 4.6096 3.8832 3.6354 -0.07 0.21 0.34
H 1.5347 2.9974 1.7757 -0.09 0.10 -0.04
O 1.9985 -1.8852 5.8793 -0.01 -0.14 0.06
C 1.5370 -1.4099 6.9147 0.05 0.16 -0.17
N 1.1500 -0.1261 7.0045 -0.01 0.08 0.20
C 1.3633 -2.2286 8.1715 -0.07 0.13 0.14
H 0.7494 0.2958 7.8616 0.02 -0.16 -0.33
H 1.2622 0.4462 6.1851 0.10 0.02 0.01
H 2.3351 -2.6125 8.4793 0.00 -0.08 -0.07
H 0.7014 -3.0670 7.9581 0.07 -0.06 -0.03
H 0.9384 -1.6392 8.9830 -0.02 0.01 -0.01
C -1.7755 3.4690 -7.8924 -0.42 0.45 -0.85
O -1.6315 2.1670 -8.4805 0.27 0.79 0.53
H -0.9578 3.6278 -7.2075 -0.58 0.77 -2.41
H -1.7446 4.2349 -8.6659 -0.04 0.08 0.08
H -2.7262 3.5228 -7.3424 0.19 0.15 -0.02
H -2.3712 2.0534 -9.0882 2.23 3.31 1.82
C -2.5215 -5.7026 2.4980 -0.06 -0.01 0.05
Cl -3.7841 -5.9922 1.2947 -0.01 0.01 0.02
Cl -1.0302 -5.1169 1.7521 -0.04 -0.36 0.02
H -2.8724 -4.9530 3.1972 0.00 0.05 -0.05
H -2.3096 -6.6309 3.0137 0.03 -0.04 -0.06
Cs -3.1908 0.6012 -9.7893 -2.56 -4.43 -2.28
O -4.8614 -4.6660 -3.5285 0.05 0.19 -0.05
H -4.3910 -3.9093 -3.1517 -0.02 -0.05 -0.03
K -0.6411 2.9409 -5.5866 3.21 3.43 -1.46
F 1.8802 2.9065 -3.2515 -0.32 0.74 -0.62
Mg -2.4555 4.6188 0.5033 0.36 -0.20 -0.18
O 3.3048 -0.7294 -5.0438 -0.32 -0.11 0.05
H 3.7693 -0.7020 -4.1944 0.01 0.11 -0.08
Cl -0.4154 1.1151 9.3281 -0.10 0.08 0.17
```
Positions in Å, forces in eV/Å.

HOMO energy in eV: -6.5
LUMO in eV: -5.345
Gap between HOMO and LUMO in Eh: 0.042
2S+1: 1